# 1
This record from OMol25 describes a gas-phase ion, IO4S (charge -1) at a distorted geometry. The level of theory is ωB97M-V/def2-TZVPD.

Results
- E_tot (Ha) = -996.88545
- max |F| (hartree/bohr) = 0.075
- energy above the lowest of the compared OMol25 structures with the same formula, charge and spin (kJ/mol) = 0.0
- Kohn-Sham gap (eV) = 8.0717
- highest occupied orbital energy (eV) = -5.16

```
! RIJCOSX wB97M-V def2-TZVPD def2/J DEFGRID3
* xyz -1 1
I 2.2856 0.0411 0.1236
S -0.5593 -0.1335 -0.0200
O -0.6605 -1.0503 -1.1309
O -0.1796 -0.6809 1.2557
O 0.7179 1.0332 -0.2093
O -1.6042 0.7904 -0.0191
*
```

List of Mulliken charges in e, atom by atom: 0.130, 1.259, -0.605, -0.646, -0.518, -0.619

---

# 2
This record from OMol25 describes a molecular structure, ISr at a distorted geometry. The level of theory is ωB97M-V/def2-TZVPD.

Results
- E_tot (Ha) = -328.05388
- max |F| (hartree/bohr) = 0.335
- energy above the lowest of the compared OMol25 structures with the same formula, charge and spin (kJ/mol) = 369.9
- Kohn-Sham gap (eV) = 8.6261
- highest occupied orbital energy (eV) = -13.84

```
! RIJCOSX wB97M-V def2-TZVPD def2/J DEFGRID3
* xyz 1 1
I -0.5701 24.7199 -10.4228
Sr 0.2155 26.3222 -9.1157
*
```

List of Mulliken charges in e, atom by atom: -0.587, 1.587

---

# 3
This record from OMol25 describes 2 unconnected molecules or ions with the total composition N2O4 at a distorted geometry. The level of theory is ωB97M-V/def2-TZVPD.

Results
- E_tot (Ha) = -409.40605
- max |F| (hartree/bohr) = 0.060
- energy above the lowest of the compared OMol25 structures with the same formula, charge and spin (kJ/mol) = 26.4
- Kohn-Sham gap (eV) = 14.8058
- highest occupied orbital energy (eV) = -26.37

```
! RIJCOSX wB97M-V def2-TZVPD def2/J DEFGRID3
* xyz 2 1
O -0.1682 -0.9239 1.1220
O 0.8950 1.0050 -2.1243
O 0.5257 -0.7585 3.2101
O -1.2542 0.6935 -2.2926
N 0.1811 -0.8200 2.1816
N -0.1794 0.8039 -2.0967
*
```

List of Mulliken charges in e, atom by atom: -0.252, -0.150, -0.130, -0.142, 1.383, 1.291

---

# 4
This record from OMol25 describes a molecular structure, N2O5S3 at a distorted geometry. The level of theory is ωB97M-V/def2-TZVPD.

Results
- E_tot (Ha) = -1679.96851
- max |F| (hartree/bohr) = 0.043
- energy above the lowest of the compared OMol25 structures with the same formula, charge and spin (kJ/mol) = 213.8
- Kohn-Sham gap (alpha / beta) (eV) = 7.2760 / 7.2752
- highest occupied orbital energy (alpha / beta) (eV) = -9.44 / -9.44

```
! RIJCOSX wB97M-V def2-TZVPD def2/J DEFGRID3
* xyz 0 1
S -0.1047 -1.1037 0.0244
S -2.6872 -0.7664 -0.6557
S 2.9816 -0.6728 -0.8723
O -2.7638 1.5186 0.3549
O -0.9741 0.3920 0.7284
O 1.1278 -0.8876 0.9329
O 2.1869 1.3756 0.4575
O 0.1691 -0.6180 -1.3098
N -2.1824 0.5168 0.1655
N 2.2469 0.2454 0.1742
*
```

Mulliken population analysis, charges in e, atoms 1 to 8: 0.841, -0.223, 0.125, -0.519, -0.349, -0.417, -0.340, -0.453

---

# 5
This record from OMol25 describes a molecular structure, N2O6Rb3 at a distorted geometry. The level of theory is ωB97M-V/def2-TZVPD.

Results
- E_tot (Ha) = -632.78592
- max |F| (hartree/bohr) = 0.167
- energy above the lowest of the compared OMol25 structures with the same formula, charge and spin (kJ/mol) = 196.3
- Kohn-Sham gap (eV) = 5.6612
- highest occupied orbital energy (eV) = -9.72

```
! RIJCOSX wB97M-V def2-TZVPD def2/J DEFGRID3
* xyz 1 1
Rb 14.0250 18.4934 11.5949
Rb 13.6229 17.9772 7.6271
Rb 9.2501 22.5380 10.2364
O 18.2109 18.8420 9.1545
O 13.9604 21.0575 10.2090
O 16.6090 19.6568 8.1479
O 16.3431 19.3941 10.1695
O 12.1714 22.1423 9.9294
O 12.8162 20.7019 8.4331
N 17.0701 19.3306 9.1463
N 13.1061 21.4496 9.4811
*
```

Mulliken population analysis, charges in e, atoms 1 to 8: 0.982, 0.937, 0.997, -0.610, -0.495, -0.581, -0.590, -0.588

---

# 6
This record from OMol25 describes 2 unconnected molecules or ions with the total composition N2P2S at a distorted geometry. The level of theory is ωB97M-V/def2-TZVPD.

Results
- structure (SMILES) = P#[N+][S-].N#P
- E_tot (Ha) = -1190.33167
- max |F| (hartree/bohr) = 0.036
- energy above the lowest of the compared OMol25 structures with the same formula, charge and spin (kJ/mol) = 263.5
- Kohn-Sham gap (alpha / beta) (eV) = 7.8998 / 7.8981
- highest occupied orbital energy (alpha / beta) (eV) = -8.84 / -8.84

```
! RIJCOSX wB97M-V def2-TZVPD def2/J DEFGRID3
* xyz 0 1
S 1.8165 0.4502 0.4964
P 0.2727 -0.2065 -2.0309
P -0.8322 0.2342 1.8056
N 1.0344 -0.0243 -0.7516
N -1.5849 -0.2532 0.6480
*
```

List of Mulliken charges in e, atom by atom: -0.139, 0.101, 0.235, 0.132, -0.329